The following is a quantum chemistry calculation of C4H4O2 in the gas phase, from the OMol25 dataset.

Cartesian coordinates (Å):
O -1.670 -0.287 -1.587
C -0.833 -0.127 -0.749
C 0.584 -0.673 -0.549
C 0.715 0.281 0.629
O 0.286 1.588 0.260
C -0.713 0.619 0.595
H 1.333 -0.758 -1.338
H 0.304 -1.653 -0.138
H 1.402 0.222 1.466
H -1.406 0.787 1.412

Summary:
Total charge: 0
HOMO level: -9.7 eV
Relative energy (zero: lowest compared OMol25 entry of this formula, charge and spin): 194.6 kJ/mol
Electronic energy: -305.2053 hartree
SMILES: O=C1C[C@H]2O[C@@H]12
Lowest unoccupied orbital energy: 0.9 eV



The following is a quantum chemistry calculation of C4H4O2 in the gas phase in a non-equilibrium geometry, from the OMol25 dataset.

Cartesian coordinates (Å):
C -0.247 0.455 0.463
C 1.182 0.463 0.397
C -0.469 -0.064 -1.089
C -0.968 -0.784 0.087
O 1.829 -0.217 -0.373
O 0.211 0.208 -2.014
H -0.844 1.313 0.696
H 1.805 1.047 1.242
H -0.487 -1.702 0.374
H -2.011 -0.719 0.217

Summary:
Total charge: 0
HOMO level: -8.8 eV
Relative energy (zero: lowest compared OMol25 entry of this formula, charge and spin): 300.0 kJ/mol
Electronic energy: -305.1652 hartree
SMILES: O=C[C@@H]1CC1=O
Lowest unoccupied orbital energy: 0.1 eV



The following is a quantum chemistry calculation of C4H4O2 in the gas phase, from the OMol25 dataset.

Cartesian coordinates (Å):
C 0.961 0.231 1.608
O -0.002 -0.801 1.299
C -0.859 -0.754 0.343
O -0.646 0.420 -0.403
C -0.746 -0.029 -1.642
C -0.714 -0.516 -2.736
H 1.594 -0.218 2.370
H 1.543 0.520 0.731
H 0.422 1.091 2.004
H -0.688 -0.955 -3.703

Summary:
Total charge: 0
HOMO level: -9.6 eV
Relative energy (zero: lowest compared OMol25 entry of this formula, charge and spin): 451.2 kJ/mol
Electronic energy: -305.1076 hartree
Lowest unoccupied orbital energy: 0.8 eV



The following is a quantum chemistry calculation of a molecular structure, C4H4O2 in a non-equilibrium geometry, from the OMol25 dataset.

Cartesian coordinates (Å):
C 1.483 -0.576 0.283
C 0.668 0.621 0.132
C -0.639 0.768 -0.108
C -1.558 -0.424 -0.300
H 1.034 -1.555 1.200
H 1.188 1.642 0.118
H -1.056 1.797 -0.284
H -1.003 -1.373 -0.339
O 2.659 -0.416 -0.547
O -2.776 -0.484 -0.155

Summary:
Total charge: 0
HOMO level: -10.5 eV
Relative energy (zero: lowest compared OMol25 entry of this formula, charge and spin): 399.7 kJ/mol
Electronic energy: -305.1272 hartree
Lowest unoccupied orbital energy: -1.6 eV



The following is a quantum chemistry calculation of a molecular structure, C4H4O2 in a non-equilibrium geometry, from the OMol25 dataset.

Cartesian coordinates (Å):
O 2.299 -1.128 -0.087
C 1.312 -0.490 0.102
O 1.143 0.897 0.085
C -0.258 0.742 0.505
C -0.879 0.230 -0.728
C -0.120 -0.721 0.380
H -0.590 1.412 1.285
H -1.833 -0.230 -0.934
H -0.495 0.805 -1.590
H -0.578 -1.517 0.983

Summary:
Total charge: 0
HOMO level: -10.4 eV
Relative energy (zero: lowest compared OMol25 entry of this formula, charge and spin): 182.8 kJ/mol
Electronic energy: -305.2098 hartree
Lowest unoccupied orbital energy: 0.9 eV



The following is a quantum chemistry calculation of C4H4O2S in the gas phase in a non-equilibrium geometry, from the OMol25 dataset.

Cartesian coordinates (Å):
C -1.630 0.812 0.934
C -1.038 -0.217 0.069
C -3.589 0.188 -0.069
C 0.347 -0.600 0.183
O -4.766 0.076 -0.249
O -2.992 0.874 0.862
S -2.434 -0.926 -0.808
H -1.035 1.280 1.730
H 0.331 -1.563 0.755
H 1.018 0.055 0.794
H 0.696 -0.688 -0.774

Summary:
Total charge: 0
HOMO level: -8.6 eV
Relative energy (zero: lowest compared OMol25 entry of this formula, charge and spin): 123.4 kJ/mol
Electronic energy: -703.4450 hartree
SMILES: Cc1coc(=O)s1
Lowest unoccupied orbital energy: 0.6 eV



The following is a quantum chemistry calculation of C4H4O2S in the gas phase in a non-equilibrium geometry, from the OMol25 dataset.

Cartesian coordinates (Å):
C 0.285 -0.262 -1.484
C 0.421 -0.333 0.052
C -0.721 0.282 0.758
C -0.563 0.754 1.963
H 0.666 -1.315 -2.980
H -1.599 0.413 0.146
H -1.346 1.168 2.583
H 0.493 0.827 2.449
O 0.829 -1.318 -2.013
O -0.345 0.598 -2.075
S 1.882 -0.815 0.601

Summary:
Total charge: 0
HOMO level: -9.0 eV
Relative energy (zero: lowest compared OMol25 entry of this formula, charge and spin): 127.3 kJ/mol
Electronic energy: -703.4435 hartree
SMILES: C=CC(=S)C(=O)O
Lowest unoccupied orbital energy: -1.3 eV



The following is a quantum chemistry calculation of C4H4O2S in the gas phase in a non-equilibrium geometry, from the OMol25 dataset.

Cartesian coordinates (Å):
C 0.005 1.363 -1.197
C 0.541 0.081 0.945
C -0.192 -0.942 1.527
C -1.536 -1.397 1.158
H -1.082 1.746 -1.535
H 1.635 0.423 1.279
H 0.368 -1.525 2.251
H -2.228 -0.960 0.481
O -0.235 0.734 -0.050
O -1.873 -2.515 1.640
S 1.578 1.246 -1.862

Summary:
Total charge: 0
HOMO level: -9.4 eV
Relative energy (zero: lowest compared OMol25 entry of this formula, charge and spin): 319.3 kJ/mol
Electronic energy: -703.3703 hartree
SMILES: O=C/C=C\OC=S
Lowest unoccupied orbital energy: -0.9 eV



The following is a quantum chemistry calculation of C4H4O2S2 in the gas phase in a non-equilibrium geometry, from the OMol25 dataset.

Cartesian coordinates (Å):
C -1.998 0.130 0.412
C -1.307 -0.684 -0.678
C 1.163 0.376 0.035
C 2.632 0.172 0.360
H -2.774 0.748 -0.051
H -1.806 -1.591 -0.895
H -1.270 -0.092 -1.556
H 3.283 1.073 0.257
O -1.836 0.091 1.599
O 3.010 -0.898 0.774
S 0.329 -1.173 -0.154
S 0.574 1.849 -0.104

Summary:
Total charge: 0
HOMO level: -9.4 eV
Relative energy (zero: lowest compared OMol25 entry of this formula, charge and spin): 92.8 kJ/mol
Electronic energy: -1101.6259 hartree
SMILES: O=CCSC(=S)C=O
Lowest unoccupied orbital energy: -1.3 eV



The following is a quantum chemistry calculation of 2 unconnected molecules or ions with the total composition C4H4O2S2 in a non-equilibrium geometry, from the OMol25 dataset.

Cartesian coordinates (Å):
C 0.472 -0.373 0.442
C -0.808 0.383 0.407
C 1.238 0.998 0.171
C -1.391 -0.099 -0.899
H 1.585 -2.029 0.377
H 0.727 -0.654 1.534
H -1.456 0.245 1.358
H -0.494 -0.610 -1.504
O 0.774 -1.182 -0.579
O 2.437 1.116 -0.172
S -0.129 2.088 0.231
S -2.956 0.118 -1.367

Summary:
Total charge: 0
HOMO level: -8.8 eV
Relative energy (zero: lowest compared OMol25 entry of this formula, charge and spin): 528.0 kJ/mol
Electronic energy: -1101.4601 hartree
Lowest unoccupied orbital energy: -1.8 eV